(1)
C35H26IrN4OP as an isolated structure in a non-equilibrium geometry. Source: OMol25; level of theory: wB97M-V/def2-TZVPD.

XYZ file:
```
68
C35H26IrN4OP, DFT wB97M-V/def2-TZVPD
Ir -0.533 0.910 0.387
O -1.550 3.658 0.858
N -1.077 2.831 -0.156
C -1.003 3.462 -1.268
C -0.494 2.939 -2.533
C -0.069 3.896 -3.449
C 0.473 3.511 -4.671
C 0.570 2.169 -4.985
C 0.117 1.200 -4.089
C -0.413 1.574 -2.865
P -1.129 0.330 -1.776
C -2.905 0.552 -1.841
C -3.512 1.147 -2.948
C -4.889 1.297 -2.969
C -5.656 0.873 -1.890
C -5.053 0.293 -0.781
C -3.679 0.130 -0.754
C -0.660 -1.285 -2.367
C -1.587 -2.089 -3.028
C -1.196 -3.339 -3.488
C 0.105 -3.775 -3.287
C 1.029 -2.971 -2.625
C 0.649 -1.727 -2.158
H -1.760 3.074 1.602
H -1.313 4.504 -1.234
H -0.154 4.946 -3.203
H 0.811 4.262 -5.372
H 0.986 1.862 -5.935
H 0.173 0.154 -4.358
H -2.919 1.485 -3.790
H -5.366 1.747 -3.829
H -6.730 0.998 -1.914
H -5.653 -0.032 0.058
H -3.216 -0.336 0.112
H -2.603 -1.748 -3.182
H -1.908 -3.968 -4.004
H 0.404 -4.750 -3.648
H 2.041 -3.320 -2.474
H 1.365 -1.103 -1.635
N 5.606 -3.181 7.579
C 4.918 -2.738 6.775
C 4.057 -2.178 5.764
C 4.057 -2.719 4.480
C 3.221 -2.192 3.513
C 2.402 -1.101 3.816
C 2.416 -0.558 5.101
C 3.231 -1.103 6.077
C 1.531 -0.515 2.777
C 0.566 -1.320 2.173
C 0.231 -2.635 2.507
C -0.751 -3.059 1.626
C -1.011 -1.990 0.784
N -0.248 -0.918 1.096
C 1.742 0.833 2.436
C 2.755 1.680 2.890
C 2.607 2.927 2.266
C 1.514 2.822 1.453
N 0.951 1.567 1.538
H 4.711 -3.547 4.247
H 3.228 -2.604 2.513
H 1.767 0.271 5.348
H 3.230 -0.700 7.081
H 0.664 -3.205 3.311
H -1.230 -4.023 1.596
H -1.710 -1.956 -0.039
H 3.522 1.396 3.589
H 3.223 3.802 2.385
H 1.105 3.578 0.807
```

Computed properties:
**Spin multiplicity**: 1
**Total charge**: +2
**Frontier orbital gap (alpha / beta)**: 5.201 / 5.089 eV
**M**: 741.81 g mol⁻¹
**Energy relative to the best compared isomer or geometry (same formula, charge and spin)**: 22.8 kcal per mole
**LUMO energy (alpha / beta)**: -8.749 / -8.854 eV
**E_HOMO (alpha / beta)**: -13.95 / -13.94 eV

=====

(2)
C35H27AsI2N8O13S2Sr as an isolated structure in a non-equilibrium geometry. Source: OMol25; level of theory: wB97M-V/def2-TZVPD.

XYZ file:
```
89
C35H27AsI2N8O13S2Sr, DFT wB97M-V/def2-TZVPD
Sr 1.910 1.231 -1.072
O 4.775 2.942 1.169
C 4.273 1.828 0.946
O 3.856 1.382 -0.174
C 4.122 0.894 2.134
C 4.928 1.140 3.197
C 4.817 0.405 4.393
C 3.854 -0.561 4.517
C 3.014 -0.856 3.458
C 3.112 -0.178 2.149
O 2.389 -0.434 1.159
N 1.987 -1.852 3.762
O 1.355 -2.367 2.855
O 1.776 -2.147 4.947
N 5.686 0.700 5.516
O 5.558 0.071 6.567
O 6.533 1.577 5.377
H 5.653 1.936 3.115
H 3.750 -1.099 5.441
O 2.825 0.985 -5.610
As 2.407 2.478 -4.548
O 2.224 2.976 -2.581
O 2.888 1.690 -3.018
C 0.489 2.139 -5.024
C 0.376 2.606 -6.340
C -0.784 2.484 -7.084
C -1.892 1.871 -6.522
C -1.827 1.411 -5.220
C -0.658 1.551 -4.453
S -0.860 0.863 -2.794
O -0.387 -0.513 -2.901
O -2.290 0.925 -2.545
O -0.081 1.660 -1.833
H 3.750 0.771 -5.419
H 1.249 3.062 -6.792
H -0.821 2.863 -8.101
H -2.808 1.759 -7.090
H -2.683 0.943 -4.755
C 0.541 6.548 -1.044
N -0.204 5.777 -0.062
C -1.488 6.051 0.385
C -1.839 5.082 1.231
N -0.769 4.175 1.304
C 0.293 4.633 0.517
S 1.857 4.114 0.381
C -0.863 2.925 2.008
C -1.802 2.793 3.029
C -1.887 1.580 3.693
C -1.047 0.543 3.331
C -0.154 0.770 2.297
N -0.064 1.941 1.644
H 0.158 7.569 -1.056
H 0.449 6.106 -2.037
H 1.593 6.538 -0.772
H -2.037 6.923 0.066
H -2.758 4.944 1.772
H -2.440 3.615 3.319
H -2.606 1.456 4.495
H -1.071 -0.421 3.828
H 0.517 -0.018 1.953
I 5.372 -1.492 -1.456
C 4.007 -2.220 -2.913
I 2.028 -1.441 -2.774
H 3.966 -3.293 -2.800
H 4.401 -1.942 -3.880
N -4.218 -4.193 0.878
C -4.816 -5.424 1.050
C -6.106 -5.813 1.402
C -6.348 -7.175 1.492
C -5.333 -8.112 1.235
C -4.053 -7.711 0.886
C -3.791 -6.344 0.796
N -2.609 -5.680 0.484
C -2.902 -4.409 0.544
C -1.972 -3.283 0.325
C -2.439 -1.994 0.113
C -1.521 -0.968 -0.035
N -0.197 -1.158 0.003
C 0.242 -2.403 0.196
C -0.604 -3.492 0.363
H -4.642 -3.294 1.000
H -6.886 -5.086 1.601
H -7.337 -7.523 1.768
H -5.561 -9.169 1.317
H -3.265 -8.431 0.689
H -3.497 -1.770 0.028
H -1.867 0.045 -0.211
H 1.318 -2.518 0.248
H -0.211 -4.485 0.542
```

Computed properties:
**Spin multiplicity**: 1
**Total charge**: -2
**Frontier orbital gap**: 6.630 eV
**M**: 1248.13 g mol⁻¹
**Energy relative to the best compared isomer or geometry (same formula, charge and spin)**: 118.4 kcal per mole
**LUMO energy**: 3.544 eV
**E_HOMO**: -3.09 eV

=====

(3)
C35H27AsI2N8O13S2Sr as an isolated structure in a non-equilibrium geometry. Source: OMol25; level of theory: wB97M-V/def2-TZVPD.

XYZ file:
```
89
C35H27AsI2N8O13S2Sr, DFT wB97M-V/def2-TZVPD
Sr -0.405 0.727 0.676
O 3.537 0.353 2.984
C 2.812 0.447 1.997
O 1.571 0.689 2.012
C 3.469 0.154 0.631
C 4.837 -0.024 0.643
C 5.536 -0.477 -0.480
C 4.864 -0.787 -1.655
C 3.506 -0.561 -1.684
C 2.707 -0.063 -0.592
O 1.467 0.117 -0.717
N 2.843 -0.918 -2.940
O 2.095 -0.117 -3.452
O 3.078 -2.027 -3.400
N 6.953 -0.693 -0.418
O 7.531 -1.069 -1.433
O 7.528 -0.509 0.646
H 5.346 0.160 1.578
H 5.381 -1.183 -2.515
O -3.290 3.122 -0.189
As -2.265 3.370 1.203
O -2.481 4.929 1.642
O -0.685 2.950 0.784
C -2.845 2.098 2.644
C -2.749 2.684 3.897
C -3.229 2.018 5.018
C -3.833 0.787 4.886
C -3.937 0.185 3.638
C -3.415 0.821 2.529
S -3.788 0.019 0.916
O -4.885 0.821 0.395
O -4.104 -1.368 1.169
O -2.553 0.219 0.120
H -3.915 2.380 -0.123
H -2.327 3.680 3.974
H -3.148 2.479 5.993
H -4.228 0.282 5.759
H -4.400 -0.785 3.520
C -1.431 -3.953 -4.298
N -0.316 -4.305 -3.458
C 0.541 -5.358 -3.665
C 1.500 -5.281 -2.714
N 1.206 -4.193 -1.920
C 0.081 -3.555 -2.394
S -0.607 -2.117 -1.943
C 2.040 -3.796 -0.839
C 3.418 -3.832 -1.033
C 4.219 -3.499 0.043
C 3.617 -3.140 1.242
C 2.233 -3.140 1.311
N 1.445 -3.478 0.296
H -1.559 -4.749 -5.030
H -1.242 -3.002 -4.800
H -2.331 -3.840 -3.692
H 0.398 -6.059 -4.462
H 2.332 -5.918 -2.504
H 3.836 -4.053 -2.002
H 5.296 -3.482 -0.064
H 4.192 -2.827 2.098
H 1.734 -2.837 2.221
I -0.868 1.739 -2.694
C -0.081 3.633 -2.172
I 1.990 3.580 -1.667
H -0.599 3.959 -1.271
H -0.199 4.297 -3.023
N -2.502 -5.438 4.592
C -3.061 -6.071 5.677
C -3.374 -7.398 5.935
C -3.933 -7.674 7.166
C -4.173 -6.663 8.109
C -3.853 -5.349 7.846
C -3.282 -5.049 6.612
N -2.867 -3.833 6.105
C -2.415 -4.110 4.911
C -1.859 -3.130 3.970
C -1.409 -1.908 4.452
C -0.905 -0.999 3.544
N -0.818 -1.249 2.238
C -1.251 -2.417 1.781
C -1.771 -3.387 2.619
H -2.190 -5.854 3.733
H -3.190 -8.179 5.213
H -4.193 -8.695 7.410
H -4.616 -6.925 9.059
H -4.035 -4.565 8.565
H -1.469 -1.676 5.501
H -0.528 -0.043 3.871
H -1.152 -2.589 0.720
H -2.138 -4.304 2.181
```

Computed properties:
**Spin multiplicity**: 1
**Total charge**: -2
**Frontier orbital gap**: 6.656 eV
**M**: 1248.13 g mol⁻¹
**Energy relative to the best compared isomer or geometry (same formula, charge and spin)**: 1.4 kcal per mole
**LUMO energy**: 3.383 eV
**E_HOMO**: -3.27 eV

=====

(4)
C35H27BrF5IN4O6OsPS2Se as an isolated structure. Source: OMol25; level of theory: wB97M-V/def2-TZVPD.

XYZ file:
```
84
C35H27BrF5IN4O6OsPS2Se, DFT wB97M-V/def2-TZVPD
Os -0.966 0.887 0.490
C -1.210 4.924 -4.524
C -0.957 4.675 -3.059
O -1.632 3.448 -2.691
P -1.965 3.158 -1.160
S -0.397 3.273 0.035
S -2.729 1.338 -1.080
O -2.981 4.299 -0.733
C -4.401 4.235 -1.014
C -4.711 4.653 -2.432
H -0.663 5.811 -4.848
H -2.272 5.080 -4.712
H -0.877 4.072 -5.116
H -1.333 5.496 -2.445
H 0.106 4.549 -2.851
H -4.851 4.909 -0.289
H -4.750 3.221 -0.813
H -4.337 5.658 -2.632
H -5.792 4.650 -2.582
H -4.267 3.963 -3.150
O 0.023 -1.106 1.564
C -0.229 -1.656 0.483
O -0.776 -0.983 -0.467
C 0.104 -3.090 0.245
C 0.720 -3.830 1.248
C 1.060 -5.156 1.029
C 0.782 -5.752 -0.193
C 0.163 -4.996 -1.169
C -0.184 -3.675 -0.980
N -0.138 -5.628 -2.476
O -0.599 -4.921 -3.347
O 0.095 -6.814 -2.591
H 0.922 -3.348 2.196
H 1.539 -5.731 1.809
H 1.037 -6.781 -0.398
H -0.668 -3.114 -1.766
Br -5.940 0.253 0.397
C -6.584 -1.499 0.109
C -7.931 -1.738 0.346
C -8.461 -2.998 0.123
C -7.646 -4.021 -0.337
C -6.299 -3.785 -0.561
C -5.755 -2.524 -0.337
I -3.726 -2.246 -0.672
H -8.557 -0.931 0.699
H -9.513 -3.176 0.306
H -8.055 -5.006 -0.523
H -5.659 -4.582 -0.912
F 0.802 0.234 7.104
C 0.044 0.276 6.009
C 0.170 1.318 5.112
F 1.060 2.291 5.345
C -0.619 1.348 3.976
F -0.451 2.409 3.169
C -1.536 0.352 3.678
Se -2.674 0.303 2.129
C -1.644 -0.673 4.607
F -2.501 -1.677 4.407
C -0.875 -0.722 5.756
F -1.003 -1.735 6.615
N 6.370 0.960 0.629
C 7.612 0.674 0.095
C 8.908 0.883 0.562
C 9.932 0.456 -0.258
C 9.678 -0.160 -1.497
C 8.391 -0.360 -1.949
C 7.342 0.072 -1.136
N 5.971 0.001 -1.345
C 5.441 0.534 -0.283
C 3.990 0.664 -0.071
C 3.126 0.423 -1.133
C 1.768 0.536 -0.930
N 1.246 0.873 0.259
C 2.069 1.106 1.280
C 3.441 1.012 1.156
H 6.190 1.431 1.497
H 9.106 1.349 1.518
H 10.957 0.597 0.060
H 10.514 -0.483 -2.104
H 8.187 -0.838 -2.898
H 3.526 0.151 -2.099
H 1.064 0.349 -1.729
H 1.612 1.376 2.222
H 4.052 1.204 2.027
```

Computed properties:
**Spin multiplicity**: 2
**Frontier orbital gap (alpha / beta)**: 6.449 / 6.722 eV
**M**: 1265.72 g mol⁻¹
**Energy relative to the best compared isomer or geometry (same formula, charge and spin)**: 49.2 kcal per mole
**LUMO energy (alpha / beta)**: -0.735 / -0.754 eV
**E_HOMO (alpha / beta)**: -7.18 / -7.48 eV

=====

(5)
C35H27CrFeO5 as an isolated structure in a non-equilibrium geometry. Source: OMol25; level of theory: wB97M-V/def2-TZVPD.

XYZ file:
```
69
C35H27CrFeO5, DFT wB97M-V/def2-TZVPD
C -0.739 -2.273 1.137
C -0.020 -2.650 -0.115
C -0.741 -3.092 -1.173
C 1.447 -2.396 -0.205
Fe 2.799 -3.050 1.082
C 2.657 -1.640 2.362
O 2.783 -0.744 3.081
C 4.051 -2.085 0.034
O 4.537 -1.532 -0.865
C 2.358 -5.022 0.639
C 1.963 -4.714 1.980
C 3.109 -4.201 2.683
C 4.223 -4.191 1.766
C 3.746 -4.698 0.492
H -0.747 -1.186 1.282
H -1.778 -2.625 1.109
H -0.251 -2.716 2.013
H -0.242 -3.541 -2.028
H -1.819 -3.165 -1.082
H 1.865 -2.813 -1.134
H 1.624 -1.315 -0.133
H 1.730 -5.488 -0.115
H 0.991 -4.920 2.420
H 3.141 -3.974 3.742
H 5.243 -3.895 1.998
H 4.338 -4.869 -0.401
O -1.177 2.162 5.017
C -0.771 2.829 4.152
Cr 0.066 3.638 2.657
C 0.181 1.827 2.138
O 0.245 0.672 1.981
C 1.782 3.283 3.436
O 2.735 2.822 3.914
C -0.023 5.830 2.904
C -1.323 5.310 2.875
C -1.718 4.440 1.850
C -0.851 4.089 0.791
C -1.144 2.974 -0.116
C -1.216 1.968 -0.819
C -1.579 0.937 -1.704
C -0.519 0.167 -2.315
C 0.834 0.436 -1.960
C 1.881 -0.210 -2.591
C 1.624 -1.205 -3.537
C 0.304 -1.503 -3.906
C -0.749 -0.779 -3.341
C -2.982 0.872 -2.097
C -3.736 2.072 -2.057
C -4.948 2.176 -2.731
C -5.503 1.048 -3.349
C -4.866 -0.195 -3.210
C -3.655 -0.299 -2.524
C 0.452 4.637 0.832
C 0.853 5.498 1.858
H 0.316 6.465 3.731
H -2.030 5.559 3.668
H -2.704 3.977 1.865
H 1.027 1.189 -1.190
H 2.897 0.038 -2.290
H 2.455 -1.749 -3.983
H 0.097 -2.314 -4.612
H -1.768 -0.930 -3.698
H -3.323 2.940 -1.535
H -5.468 3.136 -2.748
H -6.437 1.134 -3.909
H -5.331 -1.091 -3.612
H -3.205 -1.275 -2.304
H 1.142 4.333 0.046
H 1.870 5.891 1.854
```

Computed properties:
**Spin multiplicity**: 2
**Total charge**: +2
**Frontier orbital gap (alpha / beta)**: 3.974 / 3.446 eV
**M**: 635.44 g mol⁻¹
**Energy relative to the best compared isomer or geometry (same formula, charge and spin)**: 16.1 kcal per mole
**LUMO energy (alpha / beta)**: -8.150 / -8.657 eV
**E_HOMO (alpha / beta)**: -12.12 / -12.10 eV

=====

(6)
C35H27N10O10STi as an isolated structure in a non-equilibrium geometry. Source: OMol25; level of theory: wB97M-V/def2-TZVPD.

XYZ file:
```
84
C35H27N10O10STi, DFT wB97M-V/def2-TZVPD
Ti 0.344 -0.109 -0.063
C -0.397 -4.210 -1.834
C -0.385 -2.847 -1.707
N -0.271 -2.256 -0.511
C -0.123 -3.031 0.573
C -0.167 -4.444 0.408
N -0.302 -5.023 -0.751
C 0.082 -2.340 1.800
C 0.556 -2.960 2.947
C 0.780 -2.260 4.118
C 0.391 -0.893 4.084
C -0.048 -0.297 2.944
N -0.095 -0.946 1.712
C -0.547 1.083 2.995
C 0.121 2.057 3.768
N -0.322 3.291 3.903
C -1.442 3.593 3.237
C -2.080 2.660 2.444
N -1.649 1.409 2.321
C 1.323 -2.887 5.312
C 2.183 -3.990 5.241
C 2.666 -4.560 6.402
N 2.382 -4.132 7.632
C 1.572 -3.077 7.701
C 1.029 -2.434 6.605
H -0.475 -4.679 -2.805
H -0.435 -2.188 -2.566
H -0.100 -5.090 1.277
H 0.760 -4.021 2.908
H 0.422 -0.305 4.994
H 1.056 1.806 4.256
H -1.821 4.604 3.324
H -2.976 2.928 1.895
H 2.505 -4.376 4.284
H 3.337 -5.411 6.337
H 1.331 -2.721 8.698
H 0.358 -1.600 6.759
O 1.997 1.801 -2.522
C 1.885 0.638 -2.177
O 0.755 -0.010 -2.049
C 3.096 -0.218 -1.892
C 4.203 -0.064 -2.691
C 5.283 -0.934 -2.546
C 5.269 -1.951 -1.611
C 4.171 -2.070 -0.782
C 3.036 -1.215 -0.859
O 2.020 -1.345 -0.107
N 4.224 -3.153 0.211
O 3.588 -3.034 1.237
O 4.917 -4.123 -0.053
N 6.445 -0.785 -3.408
O 6.413 0.082 -4.265
O 7.396 -1.529 -3.232
H 4.221 0.717 -3.435
H 6.098 -2.634 -1.517
O 1.783 0.972 0.852
N 1.762 2.248 0.931
N 0.699 2.698 0.403
O -0.162 1.848 -0.101
C 0.365 4.082 0.461
C 0.990 4.906 1.382
C 0.617 6.239 1.425
C -0.360 6.728 0.567
C -0.968 5.881 -0.350
C -0.606 4.544 -0.412
H 1.728 4.509 2.061
H 1.087 6.895 2.146
H -0.648 7.770 0.614
H -1.722 6.261 -1.026
H -1.045 3.865 -1.127
O -1.755 -0.045 -0.781
S -2.111 0.829 -1.968
C -3.633 1.664 -1.477
C -4.557 1.557 -2.681
C -4.464 0.093 -3.114
C -2.973 -0.251 -3.148
H -3.394 2.675 -1.156
H -4.007 1.097 -0.623
H -4.201 2.204 -3.488
H -5.572 1.871 -2.438
H -4.935 -0.086 -4.080
H -4.970 -0.535 -2.380
H -2.522 -0.076 -4.124
H -2.737 -1.266 -2.829
```

Computed properties:
**Spin multiplicity**: 1
**Total charge**: -1
**Frontier orbital gap (alpha / beta)**: 4.648 / 4.646 eV
**M**: 827.60 g mol⁻¹
**Energy relative to the best compared isomer or geometry (same formula, charge and spin)**: 16.2 kcal per mole
**LUMO energy (alpha / beta)**: 1.720 / 1.720 eV
**E_HOMO (alpha / beta)**: -2.93 / -2.93 eV